{
  "formula": "C3H4CoMgO4",
  "method": "the ωB97M-V functional and the def2-TZVPD basis",
  "orbital_gap_ev": [3.89, 8.19],
  "charge": 1,
  "e_tot_ha": -2000.125689,
  "homo_energy_ev": [-9.7, -14.0],
  "multiplicity": 5,
  "fmax_ev_per_a": 7.7,
  "e_lumo_ev": [-5.82, -5.82],
  "elements": ["O", "C", "O", "C", "Mg", "H", "H", "H", "H", "O", "C", "O", "Co"],
  "positions_angstrom": [[1.40801, -0.31285, 7.29416], [0.70099, -1.39836, 6.96878], [0.69356, -2.44593, 7.88982], [0.52319, -2.06772, 9.28686], [1.47672, -0.18050, 9.20885], [0.89737, -1.82069, 5.97015], [0.97594, -2.88417, 9.86853], [-0.56153, -2.07891, 9.50705], [-1.09031, -0.68154, 7.37517], [-2.80902, -0.85627, 8.60530], [-2.16143, -0.29781, 7.67467], [-2.67038, 0.68778, 7.06856], [-4.24292, 0.37720, 8.17106]],
  "forces_ev_per_angstrom": [[-3.5, -2.3, -1.5], [6.8, -0.9, 3.5], [-1.9, 2.6, -2.6], [0.1, 0.0, 1.0], [-0.1, -0.3, 0.3], [-1.4, 0.5, -0.2], [-0.1, 0.4, -0.3], [0.5, 0.1, -0.2], [-1.8, 0.6, 0.4], [1.7, -0.7, -0.3], [0.8, -0.1, -0.4], [1.7, -0.6, -0.4], [-2.7, 0.9, 0.6]],
  "nbo_charge": [-0.82, 0.61, -0.45, -0.74, 1.63, 0.24, 0.23, 0.23, 0.07, -0.75, 0.63, -0.73, 0.84]
}